Run i
Entry from the Open Molecules 2025 dataset: a 2-piece molecular cluster, C4H8NO3 overall (ωB97M-V/def2-TZVPD).

Calculated values
Total charge: -1

Geometry (Å):
C -1.512 1.736 -0.803
C -0.617 1.159 -1.932
O 0.447 0.593 -1.576
O -1.045 1.301 -3.092
H -2.113 0.912 -0.415
H -2.232 2.422 -1.254
H -0.916 2.243 -0.046
C -0.442 -0.557 2.211
C 0.773 -1.323 1.740
O 1.195 -2.284 2.375
N 1.373 -0.838 0.644
H 2.153 -1.378 0.292
H 0.940 -0.167 -0.022
H -0.081 0.049 3.038
H -1.217 -1.200 2.592
H -0.802 0.144 1.482



Run ii
Entry from the Open Molecules 2025 dataset: a 2-piece molecular cluster, C4H8NO3 overall (ωB97M-V/def2-TZVPD).

Calculated values
Total charge: -1

Geometry (Å):
C 1.960 1.079 0.587
C 1.764 -0.075 1.565
O 2.661 -0.739 2.051
N 0.450 -0.214 1.917
H 0.179 -0.892 2.614
H -0.241 0.206 1.259
H 1.944 2.033 1.094
H 1.254 0.967 -0.238
H 2.843 0.778 -0.002
C -1.648 -0.954 -1.995
C -2.044 0.319 -1.048
O -1.355 0.309 0.002
O -3.028 0.960 -1.395
H -0.828 -0.730 -2.672
H -2.582 -1.310 -2.432
H -1.330 -1.738 -1.306



Relative energies, eV: run i 0.000; run ii 0.550.



Run i
Entry from the Open Molecules 2025 dataset: a 2-piece molecular cluster, C4H8NO3 overall (ωB97M-V/def2-TZVPD).

Calculated values
Total charge: -1

Geometry (Å):
C -1.230 1.295 0.002
N -1.072 -0.136 -0.037
C 0.207 -0.673 -0.086
C 1.129 -0.655 1.207
O 0.685 -0.050 2.346
C 1.451 0.284 -0.047
O 2.400 -0.192 -0.937
O -2.662 -0.153 -1.844
H -0.671 1.867 -0.787
H -0.849 1.602 1.089
H -2.359 1.494 -0.122
H -3.362 -0.216 -2.413
H 0.347 -1.384 -0.915
H 1.903 -1.400 1.261
H -1.597 -0.712 -0.745
H 1.367 1.358 -0.087



Run ii
Entry from the Open Molecules 2025 dataset: a 2-piece molecular cluster, C4H8NO3 overall (ωB97M-V/def2-TZVPD).

Calculated values
Total charge: -1

Geometry (Å):
C 1.451 -2.393 -1.662
C 0.412 -2.092 -0.561
O -0.609 -1.456 -0.883
O 0.758 -2.451 0.602
H 1.324 -1.766 -2.554
H 1.456 -3.429 -1.987
H 2.388 -2.084 -1.209
C -0.010 1.881 1.683
C -1.127 2.273 0.722
O -1.283 3.448 0.442
N -1.781 1.240 0.173
H -2.440 1.422 -0.552
H -1.521 0.259 0.211
H -0.200 1.015 2.333
H 0.435 2.710 2.211
H 0.748 1.422 1.030



Relative energies, eV: run i 8.568; run ii 0.000.



Run i
Entry from the Open Molecules 2025 dataset: an isolated molecule of C6H7NO (ωB97M-V/def2-TZVPD).

Calculated values
SMILES: C1=C[C@@H]2O[C@@H]2[C@@H]2N[C@@H]12

Geometry (Å):
C 1.402 -0.486 -0.389
C 1.058 0.826 -0.782
C -0.091 1.515 -0.171
O -0.129 1.421 1.121
C -1.242 0.806 0.277
C -0.984 -0.668 -0.100
N -0.583 -2.131 0.239
C 0.312 -1.096 0.554
H 2.345 -1.128 -0.735
H 1.734 1.311 -1.571
H -0.244 2.509 -0.488
H -2.110 1.442 0.305
H -1.122 -0.873 -1.134
H -0.867 -2.514 1.278
H 0.518 -0.934 1.596



Run ii
Entry from the Open Molecules 2025 dataset: C6H7NO as an isolated structure (ωB97M-V/def2-TZVPD).

Geometry (Å):
C -1.619 -1.069 -1.319
N 0.270 0.625 1.788
C -0.659 0.627 0.807
C -0.436 -0.923 -0.402
C 1.580 0.813 1.339
C 0.161 0.753 -0.386
C 1.554 0.925 -0.007
O 0.231 -1.817 0.022
H 0.047 0.396 2.744
H 2.408 0.849 2.031
H -0.238 1.119 -1.323
H 2.400 1.082 -0.656
H -1.251 -1.313 -2.320
H -2.228 -1.902 -0.966
H -2.219 -0.164 -1.353



Run iii
Entry from the Open Molecules 2025 dataset: an isolated molecule of C6H7NO (ωB97M-V/def2-TZVPD).

Calculated values
SMILES: O=C1[C@H]2C[C@@H]1[C@H]1N[C@H]12

Geometry (Å):
O 2.371 -1.052 -0.085
C 1.356 -0.264 -0.263
C 0.492 0.277 1.010
C 0.125 1.489 0.032
C 0.245 0.432 -1.083
C -1.096 -0.391 -0.537
N -0.732 -1.715 -0.136
C -0.692 -0.626 0.904
H 0.965 0.544 1.927
H -1.067 1.754 0.042
H 0.776 2.287 0.322
H 0.269 0.646 -2.104
H -1.786 -0.456 -1.367
H 0.102 -2.070 -0.395
H -1.329 -0.854 1.734



Run iv
Entry from the Open Molecules 2025 dataset: C6H7NO as an isolated structure (ωB97M-V/def2-TZVPD).

Geometry (Å):
C 0.098 0.138 0.452
C -0.724 -0.996 -0.154
C -2.054 -1.170 -0.215
C 0.960 0.687 -0.651
C 2.178 0.308 -0.484
C -1.051 1.309 0.632
H 1.724 0.109 1.908
H 0.074 -1.790 -0.327
H -2.496 -2.095 -0.672
H -3.070 -0.399 -0.214
H 0.321 1.042 -1.489
H 2.378 0.051 0.562
H 2.780 0.744 -1.185
N -1.685 2.391 0.165
O 0.568 -0.327 1.672



Relative energies, eV: run i 3.795; run ii 0.000; run iii 2.457; run iv 4.453.



Run i
Entry from the Open Molecules 2025 dataset: an isolated molecule of C6H7ClS (ωB97M-V/def2-TZVPD).

Calculated values
SMILES: Cl[C@@H]1[C@H]2C=CSC[C@H]12

Geometry (Å):
Cl 0.686 1.866 -2.105
C 0.475 0.216 -1.548
C -0.653 -0.150 -0.670
C -1.344 -1.394 -0.225
C -1.255 -1.622 1.115
S -0.269 -0.704 2.267
C 0.898 0.363 1.220
C 0.785 -0.210 -0.140
H 0.810 -0.473 -2.322
H -1.238 0.708 -0.312
H -2.029 -2.007 -0.855
H -1.877 -2.356 1.619
H 1.867 0.340 1.765
H 0.554 1.374 1.313
H 1.124 -1.259 -0.213



Run ii
Entry from the Open Molecules 2025 dataset: an isolated molecule of C6H7ClS (ωB97M-V/def2-TZVPD).

Calculated values
SMILES: C=CC(=S)/C(Cl)=C\C

Geometry (Å):
C -2.272 -1.818 0.255
C -0.970 -1.529 0.098
C -0.419 -0.332 -0.592
S -1.391 0.762 -1.297
C 1.094 -0.276 -0.480
Cl 2.098 -1.685 -0.800
C 1.686 0.848 -0.116
C 0.969 2.109 0.395
H -2.540 -2.697 0.833
H -3.130 -1.187 0.045
H -0.256 -2.256 0.454
H 2.740 0.884 -0.264
H 0.735 2.755 -0.478
H 0.052 1.741 0.894
H 1.604 2.682 1.052



Relative energies, eV: run i 0.374; run ii 0.000.